[1]
This record from the Open Molecules 2025 dataset describes an isolated ion of composition C21H27N2 and charge +1 in a non-equilibrium geometry. The level of theory is ωB97M-V/def2-TZVPD.

Values from the calculation:
net charge: +1
E_HOMO: -10.72 eV
E_LUMO: -2.425 eV
SMILES string: CC[NH+](CC)[C@H](c1ccccc1)c1c(C)n(C)c2ccccc12
ΔE to the lowest compared entry with this formula, charge and spin: 7.4 kcal per mole
frontier orbital gap: 8.30 eV

Each line ends with the Löwdin charge.
Atoms and positions in Å:
C 0.0346 2.1843 -1.8922  -0.060
C -0.1302 1.2193 -0.7182  -0.100
N 1.2263 0.7485 -0.0338  -0.007
C 1.7518 -0.4886 -0.7565  -0.164
C 2.2875 -0.2969 -2.1558  -0.048
C 1.1315 0.6033 1.4545  -0.178
C 2.1938 -0.3135 2.0880  -0.189
C 1.8433 -1.4457 2.8331  -0.028
C 2.8201 -2.3889 3.1832  -0.050
C 4.1575 -2.1655 2.8584  -0.068
C 4.5290 -0.9420 2.2931  -0.067
C 3.5584 0.0164 1.9799  -0.049
C -0.2563 0.2976 1.8537  -0.152
C -1.2113 1.1844 2.3866  -0.219
C -1.0515 2.5758 2.8723  -0.004
N -2.4396 0.5852 2.2952  -0.050
C -3.6909 1.2334 2.6174  0.001
C -2.3151 -0.6981 1.7610  -0.147
C -3.3020 -1.5790 1.3637  -0.003
C -2.8841 -2.7886 0.7959  -0.067
C -1.5251 -3.0224 0.5278  -0.068
C -0.5310 -2.0946 0.8677  -0.051
C -0.9352 -0.9065 1.4780  -0.148
H -0.7886 2.9076 -1.8064  0.087
H 0.9799 2.7535 -1.9192  0.089
H -0.1271 1.6211 -2.8204  0.082
H -0.7584 1.6777 0.0706  0.120
H -0.6042 0.2779 -1.0540  0.137
H 1.9020 1.5270 -0.1142  0.176
H 2.5177 -0.9063 -0.0905  0.118
H 0.8831 -1.1525 -0.7523  0.098
H 2.9753 -1.1331 -2.3257  0.095
H 1.4813 -0.3913 -2.8841  0.082
H 2.8439 0.6335 -2.3078  0.089
H 1.3483 1.6253 1.8264  0.156
H 0.8197 -1.5819 3.1969  0.125
H 2.5096 -3.3109 3.6720  0.115
H 4.9141 -2.9136 3.0938  0.113
H 5.5774 -0.7432 2.0711  0.111
H 3.8418 1.0366 1.6991  0.121
H 0.0163 2.8261 2.9895  0.086
H -1.4901 3.2997 2.1615  0.098
H -1.5526 2.7160 3.8466  0.099
H -4.4653 0.4842 2.4636  0.081
H -3.6911 1.5523 3.6675  0.103
H -3.9038 2.1010 1.9715  0.106
H -4.3424 -1.3412 1.5436  0.105
H -3.6180 -3.5491 0.5432  0.108
H -1.2090 -3.9556 0.0586  0.109
H 0.5254 -2.3043 0.6596  0.104

[2]
This record from the Open Molecules 2025 dataset describes a single C21H27N3O3S molecule in a non-equilibrium geometry. The level of theory is ωB97M-V/def2-TZVPD.

Values from the calculation:
net charge: 0
E_HOMO: -8.93 eV
E_LUMO: -0.569 eV
SMILES string: O=C(NC1CCCCCC1)[C@H]1CCCN1S(=O)(=O)c1cccc2cccnc12
ΔE to the lowest compared entry with this formula, charge and spin: 31.9 kcal per mole
frontier orbital gap: 8.36 eV

Each line ends with the Löwdin charge.
Atoms and positions in Å:
O 1.3523 2.5646 2.0379  0.067
C 0.7299 1.7680 1.3625  -0.427
N -0.5793 1.5221 1.4687  0.127
C -1.4011 2.0409 2.5381  -0.296
C -2.6151 2.8136 2.0049  -0.147
C -3.3268 2.2136 0.7902  -0.191
C -3.7326 0.7334 0.8774  -0.196
C -3.9022 0.1673 2.2868  -0.197
C -2.5782 -0.2334 2.9383  -0.191
C -1.7846 0.9305 3.5265  -0.145
C 1.3869 0.9097 0.2601  -0.233
C 2.9030 1.0857 0.2214  -0.117
C 3.3857 0.0290 1.2144  -0.138
C 2.4262 -1.1341 0.9707  -0.171
N 1.1767 -0.4929 0.6043  -0.183
S 0.0777 -1.4084 -0.1995  0.685
O -0.2394 -2.5212 0.6487  -0.277
O -1.0062 -0.5456 -0.5831  -0.286
C 0.8558 -2.1095 -1.6694  -0.189
C 0.9806 -3.4677 -1.7385  -0.040
C 1.5343 -4.0774 -2.8755  -0.050
C 1.9404 -3.3125 -3.9345  -0.017
C 1.8225 -1.9085 -3.8915  -0.143
C 2.2216 -1.0667 -4.9511  -0.006
C 2.0806 0.2881 -4.8216  -0.041
C 1.5533 0.7955 -3.6208  -0.109
N 1.1745 0.0497 -2.6209  0.114
C 1.2808 -1.2859 -2.7291  -0.199
H -0.9879 0.8288 0.8555  0.086
H -0.7615 2.7498 3.0799  0.141
H -2.2860 3.8156 1.7181  0.114
H -3.3226 2.9320 2.8269  0.109
H -2.6917 2.3418 -0.0882  0.104
H -4.2219 2.8206 0.6277  0.106
H -4.6776 0.6167 0.3409  0.106
H -2.9998 0.1193 0.3520  0.076
H -4.5197 -0.7313 2.2101  0.107
H -4.4375 0.8739 2.9241  0.111
H -1.9688 -0.7719 2.2088  0.094
H -2.7869 -0.9293 3.7556  0.110
H -2.3601 1.3874 4.3357  0.115
H -0.8633 0.5342 3.9604  0.116
H 0.9042 1.1235 -0.6967  0.122
H 3.1782 2.0923 0.5296  0.115
H 3.2847 0.8874 -0.7809  0.110
H 4.4250 -0.2564 1.0651  0.113
H 3.2587 0.4079 2.2277  0.118
H 2.2684 -1.7604 1.8505  0.125
H 2.7806 -1.7724 0.1485  0.120
H 0.6355 -4.0548 -0.9019  0.114
H 1.6265 -5.1521 -2.9079  0.110
H 2.3564 -3.7698 -4.8208  0.117
H 2.6339 -1.5070 -5.8484  0.118
H 2.3702 0.9634 -5.6112  0.105
H 1.4456 1.8629 -3.4765  0.117

[3]
This record from the Open Molecules 2025 dataset describes a single C21H27N3S molecule. The level of theory is ωB97M-V/def2-TZVPD.

Values from the calculation:
net charge: 0
E_HOMO: -7.85 eV
E_LUMO: 0.591 eV
SMILES string: CC(C)c1ccc(NC(=S)N2CCN(Cc3ccccc3)CC2)cc1
ΔE to the lowest compared entry with this formula, charge and spin: 13.4 kcal per mole
frontier orbital gap: 8.44 eV

Each line ends with the Löwdin charge.
Atoms and positions in Å:
C -1.0616 6.7744 -2.9252  -0.068
C 0.3005 6.1503 -2.6133  -0.394
C 1.2322 6.2505 -3.8228  -0.067
C 0.1456 4.7154 -2.1744  -0.224
C -0.3998 3.7547 -3.0177  -0.024
C -0.5406 2.4399 -2.6206  -0.052
C -0.1192 2.0475 -1.3551  -0.262
N -0.2652 0.7427 -0.8723  0.057
C -0.2365 -0.4314 -1.5674  -0.774
S 0.3046 -0.5243 -3.1302  0.696
N -0.6797 -1.5345 -0.9139  -0.126
C -0.3337 -2.8635 -1.3662  -0.176
C 0.7325 -3.4546 -0.4425  -0.161
N 0.2395 -3.4820 0.9229  -0.176
C 1.1501 -4.1527 1.8356  -0.159
C 0.4884 -4.4100 3.1626  -0.234
C -0.7872 -4.9615 3.1979  -0.044
C -1.4108 -5.2095 4.4063  -0.082
C -0.7639 -4.9147 5.5956  -0.095
C 0.5067 -4.3676 5.5686  -0.087
C 1.1279 -4.1131 4.3574  -0.047
C -0.0864 -2.1412 1.3687  -0.161
C -1.1672 -1.5728 0.4465  -0.127
C 0.4102 3.0055 -0.4948  -0.023
C 0.5404 4.3179 -0.9038  -0.035
H -1.7193 6.7003 -2.0616  0.081
H -1.5359 6.2673 -3.7614  0.074
H -0.9444 7.8249 -3.1825  0.075
H 0.7516 6.7126 -1.7875  0.129
H 2.1971 5.8028 -3.5951  0.082
H 0.8092 5.7326 -4.6797  0.074
H 1.3881 7.2927 -4.0933  0.075
H -0.7298 4.0314 -4.0074  0.113
H -0.9732 1.7183 -3.2926  0.063
H -0.1792 0.6765 0.1328  0.123
H 0.0376 -2.8024 -2.3894  0.051
H -1.2315 -3.4870 -1.3392  0.130
H 0.9536 -4.4768 -0.7555  0.125
H 1.6569 -2.8551 -0.5321  0.134
H 2.0818 -3.5771 1.9827  0.127
H 1.4196 -5.1127 1.3827  0.131
H -1.2833 -5.1850 2.2657  0.113
H -2.4027 -5.6369 4.4230  0.102
H -1.2493 -5.1109 6.5402  0.100
H 1.0159 -4.1350 6.4924  0.101
H 2.1196 -3.6828 4.3418  0.109
H -0.4602 -2.1952 2.3936  0.126
H 0.8031 -1.4808 1.3541  0.133
H -1.5109 -0.5945 0.7821  0.120
H -2.0245 -2.2545 0.4650  0.132
H 0.7239 2.7177 0.5003  0.109
H 0.9589 5.0442 -0.2210  0.110

[4]
This record from the Open Molecules 2025 dataset describes C21H27N5O2S2Tl as an isolated structure. The level of theory is ωB97M-V/def2-TZVPD.

Values from the calculation:
net charge: -1
E_HOMO: -3.83 eV
E_LUMO: 2.327 eV
ΔE to the lowest compared entry with this formula, charge and spin: 0.0 kcal per mole
frontier orbital gap: 6.15 eV

Each line ends with the Löwdin charge.
Atoms and positions in Å:
Tl -0.1100 -0.4917 0.2289  0.852
N 0.6902 0.2675 3.8409  0.002
C -0.2925 -0.5796 3.7857  -0.764
N -0.8308 -1.1241 2.6740  -0.058
C -1.8456 -2.0157 2.9484  -0.388
C -2.1549 -2.2118 4.2475  -0.432
S -1.1306 -1.2448 5.2576  0.907
C -2.5376 -2.6990 1.8362  -0.323
C -3.5408 -3.5989 1.9638  -0.382
S -4.0372 -4.1732 0.4130  0.997
C -2.8360 -3.1465 -0.3210  -0.695
N -2.1508 -2.4429 0.5263  0.042
N -2.6245 -3.1595 -1.6691  0.103
H 2.3010 0.1771 2.3484  0.051
H 0.8914 0.5514 4.7909  0.009
H -2.9238 -2.8446 4.6629  0.050
H -4.0169 -3.9533 2.8645  0.063
H -3.3598 -3.5081 -2.2545  0.081
H -2.0256 -2.4353 -2.0579  0.073
C -0.3590 3.2211 -0.5499  -0.061
C -1.4759 2.4870 0.2158  -0.809
C -1.1288 2.5051 1.7108  -0.070
C -2.7851 3.2675 0.0216  -0.065
O -1.6392 1.2025 -0.2762  -0.441
H -0.2319 4.2565 -0.2137  0.072
H -0.5955 3.2268 -1.6198  0.066
H 0.5894 2.6893 -0.4108  0.062
H -0.9783 3.5238 2.0865  0.076
H -0.2209 1.9340 1.9148  0.036
H -1.9348 2.0340 2.2812  0.084
H -2.7046 4.2995 0.3862  0.071
H -3.5894 2.7612 0.5624  0.076
H -3.0467 3.2878 -1.0418  0.071
C 0.7538 0.6456 -3.6261  -0.163
C -0.6295 1.0573 -4.1377  -0.162
C -1.5557 0.1795 -3.3009  -0.177
O -0.7620 -0.9809 -2.9292  -0.248
C 0.5627 -0.8485 -3.4407  -0.229
H 0.9468 1.1136 -2.6571  0.100
H 1.5683 0.8870 -4.3106  0.111
H -0.7158 0.8292 -5.2033  0.106
H -0.8407 2.1171 -3.9898  0.105
H -2.4285 -0.1672 -3.8583  0.114
H -1.8611 0.6814 -2.3831  0.087
H 0.6519 -1.3757 -4.3984  0.116
H 1.2512 -1.2960 -2.7237  0.100
N 7.2739 -1.0673 -1.5921  0.129
C 6.3877 -0.8456 -0.8917  -0.195
C 5.2734 -0.5671 -0.0116  -0.247
C 4.5932 -1.6176 0.6046  -0.040
C 3.5231 -1.3432 1.4379  -0.081
C 3.1278 -0.0300 1.6708  -0.111
C 3.8170 1.0121 1.0633  -0.069
C 4.8834 0.7513 0.2176  -0.044
H 4.9097 -2.6359 0.4209  0.113
H 2.9746 -2.1515 1.9072  0.112
H 3.5091 2.0348 1.2482  0.109
H 5.4212 1.5541 -0.2698  0.112